Density functional theory data (ωB97M-V/def2-TZVPD) for a structure of composition C36H47As4P2S6Tc in a non-equilibrium geometry.

Results
* charge: -1
* maximum force: 1.1 eV/A
* calculated total energy: -13495.8814 Ha
* multiplicity: 4
* ΔE to the lowest compared entry with this formula, charge and spin: 32.95 kcal/mol
* Kohn-Sham gap (alpha / beta): 6.578 / 6.074 eV

Geometry as XYZ:
```
96
C36H47As4P2S6Tc, DFT ωB97M-V/def2-TZVPD
Tc -0.676 0.022 0.950
S 0.708 0.044 -2.469
P -0.930 -1.016 -2.114
C -1.243 -1.468 -0.448
P -0.293 -2.747 0.217
S 0.968 -1.842 1.531
C 0.599 -3.892 -0.877
C 1.710 -3.412 -1.567
C 2.351 -4.218 -2.493
C 1.891 -5.507 -2.730
C 0.791 -5.990 -2.036
C 0.140 -5.184 -1.115
C -1.341 -3.820 1.242
C -2.711 -3.615 1.282
C -3.497 -4.373 2.143
C -2.913 -5.338 2.947
C -1.537 -5.550 2.901
C -0.751 -4.786 2.058
C -2.382 -0.179 -2.843
C -3.648 -0.701 -2.607
C -4.766 -0.063 -3.118
C -4.620 1.080 -3.892
C -3.354 1.579 -4.162
C -2.234 0.952 -3.636
C -0.978 -2.532 -3.141
C -0.271 -2.557 -4.339
C -0.399 -3.637 -5.201
C -1.232 -4.696 -4.869
C -1.930 -4.678 -3.670
C -1.805 -3.599 -2.808
H 2.049 -2.397 -1.396
H 3.202 -3.836 -3.041
H 2.384 -6.130 -3.465
H 0.429 -6.994 -2.221
H -0.731 -5.553 -0.589
H -3.166 -2.852 0.659
H -4.562 -4.185 2.185
H -3.524 -5.923 3.624
H -1.081 -6.306 3.529
H 0.325 -4.920 2.038
H -3.771 -1.562 -1.965
H -5.751 -0.442 -2.879
H -5.498 1.590 -4.271
H -3.241 2.471 -4.767
H -1.242 1.350 -3.807
H 0.381 -1.727 -4.580
H 0.151 -3.650 -6.134
H -1.338 -5.534 -5.548
H -2.573 -5.509 -3.405
H -2.351 -3.586 -1.871
C 0.716 2.389 4.103
As -0.054 2.234 2.297
C -1.670 3.208 2.775
C 0.716 3.704 1.207
C 2.214 3.921 0.944
C 2.354 5.212 0.124
C 2.827 2.795 0.089
As 2.380 0.916 0.503
C 3.489 0.616 2.104
C 3.681 0.128 -0.729
C 3.028 4.031 2.245
As 2.819 5.416 3.664
C 3.916 6.829 2.836
C 1.087 6.318 3.404
H 1.585 1.752 4.257
H -0.074 2.066 4.780
H 0.978 3.421 4.331
H -1.405 4.076 3.384
H -2.332 2.560 3.346
H -2.210 3.528 1.889
H 0.298 4.612 1.641
H 0.209 3.561 0.245
H 1.796 5.131 -0.811
H 3.403 5.391 -0.123
H 1.976 6.076 0.668
H 3.917 2.894 0.085
H 2.490 2.907 -0.947
H 4.407 1.203 2.047
H 3.743 -0.444 2.136
H 2.961 0.861 3.023
H 4.676 0.537 -0.545
H 3.381 0.320 -1.757
H 3.701 -0.949 -0.563
H 4.085 4.138 1.975
H 2.951 3.086 2.783
H 4.958 6.511 2.798
H 3.860 7.732 3.446
H 3.579 7.064 1.827
H 0.259 5.642 3.611
H 0.965 6.746 2.411
H 1.046 7.126 4.135
S -4.974 1.858 2.473
As -3.877 0.424 1.420
S -2.311 1.372 0.027
S -2.171 -0.465 2.636
S -5.114 -1.034 0.575
```

Mulliken population analysis, charges in e, atoms 1 to 6:
1. Tc 0.275
2. S -0.628
3. P 1.417
4. C -0.012
5. P 2.225
6. S -0.802